Entry 1:
The following is a DFT calculation (ωB97M-V with the def2-TZVPD basis set) of 7 unconnected molecules or ions with the total composition C47H102N5O6.

Last column: Löwdin charge in e.
CARTESIAN COORDINATES (ANGSTROEM)
C (-2.3584, -1.0722, 2.2634)  -0.103
C (-3.2457, -1.4838, 3.4357)  -0.222
C (-3.5668, -3.0184, 3.3068)  -0.092
N (-4.1742, -3.6611, 4.5967)  -0.204
C (-2.9655, -4.1516, 5.4466)  -0.098
C (-3.4196, -5.0496, 6.5936)  -0.181
C (-4.2564, -6.2507, 6.1276)  -0.167
C (-5.4785, -5.6773, 5.3825)  -0.166
C (-5.1729, -4.7885, 4.1880)  -0.082
C (-5.0058, -2.5979, 5.4617)  0.070
H (-1.4195, -1.6217, 2.3309)  0.046
H (-2.1915, 0.0012, 2.1740)  0.087
H (-2.8224, -1.2362, 1.2908)  0.089
H (-4.1588, -0.8916, 3.3749)  0.111
H (-2.7034, -1.2556, 4.3533)  0.102
H (-2.7598, -3.6369, 2.9141)  0.116
H (-4.3864, -3.0183, 2.5882)  0.130
H (-2.3008, -4.7008, 4.7797)  0.116
H (-2.4005, -3.3121, 5.8516)  0.131
H (-2.6086, -5.4334, 7.2126)  0.117
H (-4.0212, -4.5605, 7.3597)  0.116
H (-3.5839, -6.8010, 5.4695)  0.117
H (-4.5924, -6.8909, 6.9433)  0.129
H (-5.9985, -6.5618, 5.0147)  0.129
H (-6.0843, -5.1821, 6.1414)  0.116
H (-4.7712, -5.3547, 3.3476)  0.140
H (-6.0570, -4.2397, 3.8636)  0.132
H (-5.6890, -2.1468, 4.7420)  0.106
H (-4.2959, -1.8231, 5.7513)  0.093
H (-5.4703, -3.1040, 6.3079)  0.097
C (-4.6971, 2.5773, -4.9080)  -0.056
C (-3.1692, 2.3302, -5.4061)  -0.205
C (-2.7284, 0.9448, -4.9279)  -0.096
N (-1.2706, 0.4795, -5.4601)  -0.196
C (-1.0311, -0.9746, -5.0176)  -0.074
C (0.1517, -1.6252, -5.7825)  -0.125
C (0.0932, -1.4481, -7.3548)  -0.154
C (-0.1782, -0.0021, -7.7588)  -0.165
C (-1.3398, 0.6364, -6.9796)  -0.129
C (-0.1170, 1.4249, -4.9409)  0.043
H (-5.3702, 1.7509, -5.1359)  0.072
H (-5.0398, 3.4844, -5.4060)  0.075
H (-4.6936, 2.5764, -3.8180)  0.065
H (-2.5696, 3.0888, -4.9029)  0.074
H (-3.1846, 2.4382, -6.4907)  0.102
H (-3.4806, 0.2807, -5.3536)  0.123
H (-2.7748, 0.7677, -3.8534)  0.130
H (-1.9280, -1.4844, -5.3693)  0.130
H (-1.0641, -0.8691, -3.9332)  0.119
H (0.1628, -2.7009, -5.6071)  0.121
H (1.0914, -1.3446, -5.3066)  0.108
H (-0.5975, -2.1501, -7.8221)  0.116
H (1.0522, -1.7461, -7.7786)  0.117
H (-0.3684, 0.2386, -8.8048)  0.126
H (0.7445, 0.5357, -7.5408)  0.109
H (-2.2763, 0.1350, -7.2242)  0.138
H (-1.3783, 1.6866, -7.2689)  0.120
H (0.8674, 1.0660, -5.2412)  0.097
H (-0.1328, 1.5751, -3.8614)  0.076
H (-0.3097, 2.4290, -5.3187)  0.086
C (1.0794, 9.1031, 1.6354)  -0.056
C (-0.1477, 8.2647, 1.1130)  -0.237
C (-0.1162, 7.9330, -0.3635)  -0.107
N (-1.1409, 6.8863, -0.9601)  -0.207
C (-0.6940, 6.5631, -2.4187)  -0.063
C (-1.4919, 5.3531, -3.0784)  -0.164
C (-1.3885, 4.1310, -2.2372)  -0.221
C (-2.0196, 4.3960, -0.8580)  -0.132
C (-1.1883, 5.5205, -0.1796)  -0.073
C (-2.5215, 7.4546, -0.9437)  0.006
H (0.9472, 9.2122, 2.7119)  0.081
H (0.9247, 10.0769, 1.1708)  0.082
H (2.0396, 8.6094, 1.4853)  0.079
H (-1.0942, 8.7314, 1.3859)  0.110
H (-0.1950, 7.3464, 1.6982)  0.097
H (0.8894, 7.6879, -0.7052)  0.126
H (-0.3534, 8.8575, -0.8901)  0.135
H (0.3642, 6.3057, -2.3734)  0.097
H (-0.7682, 7.3613, -3.1573)  0.137
H (-1.0022, 5.2226, -4.0435)  0.115
H (-2.5512, 5.5201, -3.2738)  0.118
H (-0.3260, 3.9181, -2.1195)  0.102
H (-1.7641, 3.2069, -2.6765)  0.096
H (-1.9355, 3.4689, -0.2910)  0.117
H (-3.0560, 4.7300, -0.9057)  0.111
H (-0.1812, 5.1172, -0.0734)  0.135
H (-1.6484, 5.7559, 0.7801)  0.126
H (-2.7581, 7.7723, 0.0718)  0.109
H (-3.2861, 6.7866, -1.3402)  0.101
H (-2.6084, 8.3707, -1.5280)  0.118
C (0.8470, -6.7189, 6.1011)  -0.070
C (1.1438, -5.3190, 5.5188)  -0.223
C (2.0903, -5.4595, 4.3568)  -0.131
N (2.4859, -4.1655, 3.5981)  -0.217
C (1.2596, -3.3028, 3.2692)  -0.092
C (0.3466, -4.0896, 2.2954)  -0.160
C (1.1380, -4.3202, 1.0521)  -0.189
C (2.3494, -5.2435, 1.1972)  -0.122
C (3.2375, -4.5801, 2.2610)  -0.080
C (3.5884, -3.3919, 4.4236)  0.058
H (0.5896, -7.4566, 5.3410)  0.084
H (-0.0427, -6.7122, 6.7307)  0.069
H (1.7190, -6.9798, 6.7008)  0.090
H (1.6241, -4.7614, 6.3229)  0.116
H (0.1937, -4.8445, 5.2733)  0.083
H (1.7251, -6.2048, 3.6502)  0.119
H (3.1051, -5.8366, 4.4841)  0.136
H (0.7255, -3.0655, 4.1893)  0.114
H (1.6646, -2.3982, 2.8155)  0.129
H (-0.0249, -5.0271, 2.7091)  0.117
H (-0.5242, -3.4531, 2.1387)  0.087
H (0.5227, -4.7909, 0.2854)  0.135
H (1.4483, -3.3694, 0.6187)  0.116
H (2.0460, -6.2270, 1.5559)  0.116
H (2.9395, -5.2912, 0.2819)  0.126
H (4.0636, -5.2346, 2.5389)  0.136
H (3.6271, -3.6723, 1.8003)  0.122
H (4.3348, -4.1082, 4.7669)  0.109
H (3.0585, -3.0060, 5.2944)  0.098
H (3.9494, -2.6069, 3.7591)  0.091
C (2.9538, 4.9809, -2.8514)  -0.085
C (3.0586, 3.4959, -2.4857)  -0.228
C (4.2639, 3.1583, -1.5974)  -0.119
N (4.4223, 1.6674, -1.1448)  -0.229
C (5.7078, 1.7211, -0.2778)  -0.076
C (5.8989, 0.2968, 0.4121)  -0.133
C (4.6649, -0.1383, 1.2000)  -0.182
C (3.3767, -0.1123, 0.3721)  -0.155
C (3.2334, 1.2542, -0.2953)  -0.099
C (4.6628, 0.7521, -2.3931)  0.089
H (1.9860, 5.0346, -3.3499)  0.062
H (3.7690, 5.4547, -3.3983)  0.093
H (2.9369, 5.4788, -1.8819)  0.069
H (3.2350, 3.0390, -3.4595)  0.106
H (2.1158, 3.1258, -2.0830)  0.097
H (4.3228, 3.7485, -0.6829)  0.125
H (5.1936, 3.4609, -2.0793)  0.134
H (5.5768, 2.4648, 0.5083)  0.125
H (6.4317, 2.1701, -0.9578)  0.127
H (6.8301, 0.4434, 0.9594)  0.119
H (6.2029, -0.4092, -0.3608)  0.116
H (4.6986, 0.4074, 2.1429)  0.119
H (4.7556, -1.1975, 1.4409)  0.100
H (2.5666, -0.2269, 1.0924)  0.110
H (3.1858, -1.0157, -0.2072)  0.106
H (3.1606, 2.0252, 0.4718)  0.135
H (2.2793, 1.4284, -0.7928)  0.114
H (4.5574, -0.2554, -1.9906)  0.091
H (5.6332, 0.9844, -2.8319)  0.115
H (3.8584, 0.9732, -3.0946)  0.095
O (-0.3167, -0.9290, 0.0064)  0.060
C (-0.3946, -0.0635, -1.0412)  -0.844
O (0.4650, -0.3339, -1.9383)  -0.072
O (-1.1347, 0.9121, -1.1297)  -0.022
H (0.3919, -1.2217, -0.5715)  0.044
O (1.3247, -3.3470, -2.7671)  0.070
C (2.5414, -3.7092, -2.4461)  -0.948
O (2.8628, -4.9086, -2.3687)  -0.037
O (3.3385, -2.7744, -2.3119)  -0.070
H (1.6388, -2.4415, -2.8222)  0.053

Properties
Frontier orbital gap (eV): 5.985
Total charge: +3
Energy (eV): -70103.05085

***

Entry 2:
The following is a DFT calculation (ωB97M-V with the def2-TZVPD basis set) of C4H10BN in the gas phase.

Last column: Löwdin charge in e.
CARTESIAN COORDINATES (ANGSTROEM)
B (0.5849, 1.3994, 2.2416)  -0.215
C (-1.0104, -0.0598, -0.9819)  -0.169
C (0.0080, -1.2345, -1.2595)  -0.307
C (-0.3470, 1.0849, -0.0903)  -0.284
C (0.7149, -1.7771, -0.0882)  0.040
N (0.0609, 0.7903, 1.1679)  0.111
H (0.3164, 2.4520, 2.7035)  0.028
H (1.4947, 0.9293, 2.8292)  0.021
H (-1.4342, 0.2715, -2.0147)  0.133
H (-1.8210, -0.5582, -0.4875)  0.084
H (-0.6035, -1.9736, -1.8516)  0.112
H (0.7431, -0.9650, -2.0715)  0.109
H (0.4723, 1.3931, -0.6534)  0.095
H (-1.1470, 1.8893, -0.1842)  0.155
H (0.1910, -1.8860, 0.8367)  0.045
H (1.7768, -1.7557, -0.0960)  0.042

Properties
Frontier orbital gap (alpha / beta) (eV): 9.561 / 7.146
Total charge: 0
Energy (eV): -6472.56199

***

Entry 3:
The following is a DFT calculation (ωB97M-V with the def2-TZVPD basis set) of C5H7ClS in the gas phase.

Last column: Löwdin charge in e.
CARTESIAN COORDINATES (ANGSTROEM)
C (0.5982, 1.3927, -0.2428)  -0.359
C (-0.6746, 1.0216, 0.4413)  -0.290
C (0.8067, -1.3002, 0.7180)  -0.344
C (0.2806, -1.3207, -0.6992)  -0.461
C (-1.5534, 0.4223, -0.4020)  -0.629
S (1.5899, -0.2134, -0.5399)  0.999
Cl (-2.9816, -0.4876, -0.1140)  0.623
H (0.9996, 1.9568, 0.5317)  0.046
H (0.5118, 2.0269, -1.1798)  0.115
H (-0.7602, 1.2975, 1.4616)  0.093
H (0.4863, -0.6833, 1.5972)  0.081
H (1.4768, -2.2238, 0.9064)  0.099
H (0.3995, -2.2404, -1.1215)  0.005
H (-1.1795, 0.3519, -1.3569)  0.021

Properties
Frontier orbital gap (eV): 8.197
Total charge: 0
Energy (eV): -28651.01087

***

Entry 4:
The following is a DFT calculation (ωB97M-V with the def2-TZVPD basis set) of a molecular structure, C3H11NS.

Last column: Löwdin charge in e.
CARTESIAN COORDINATES (ANGSTROEM)
C (-0.8331, 0.8070, -1.3754)  -0.095
N (0.3494, 0.0147, -1.0771)  -0.243
C (1.5834, 0.7984, -1.0960)  -0.097
H (-1.7435, 0.2213, -1.2795)  0.087
H (-0.8625, 1.6706, -0.7170)  0.089
H (-0.8254, 1.1831, -2.4049)  0.085
H (0.4171, -0.7686, -1.7139)  0.132
H (0.2260, -0.5490, 0.1565)  -0.129
H (1.7587, 1.2528, -2.0705)  0.084
H (2.4364, 0.1868, -0.8265)  0.086
H (1.4758, 1.5733, -0.3417)  0.088
C (-0.9153, -1.2716, 2.6499)  -0.541
S (0.5079, -1.3331, 1.4976)  0.445
H (-1.7852, -0.8800, 2.1276)  0.004
H (-1.1310, -2.2795, 2.9876)  0.002
H (-0.6587, -0.6263, 3.4833)  0.001

Properties
Frontier orbital gap (eV): 8.138
Total charge: 0
Energy (eV): -15613.63508

***

Let's list maximum force in order: 5.5, 4.4, 3.6, 1.0 eV/Å.
Let's list ΔE to the lowest compared entry with this formula, charge and spin in order: 74.5, 105.2, 105.7, 25.7 kcal/mol.